Below is a molecular structure, C15H44CuO9S7 at a distorted geometry, with properties calculated with the ωB97M-V functional and the def2-TZVPD basis.

Summary:
Multiplicity: 2
Total charge: +2
LUMO energy (spin up / spin down): -3.79 / -6.11 eV
Orbital gap (spin up / spin down): 9.91 / 7.57 eV
Energy relative to the best compared isomer or geometry (same formula, charge and spin): 360.8 kJ/mol

Atoms and positions in Å:
Cu1 0.31 -0.05 0.08
O1 -3.95 1.29 0.51
S1 -2.77 1.68 -0.29
O2 -1.39 1.09 -0.04
O3 -3.16 1.44 -1.84
C1 -4.49 1.90 -2.17
C2 -4.98 1.53 -3.60
C3 -2.60 3.50 -0.20
H1 -4.39 2.98 -2.18
H2 -5.25 1.64 -1.43
H3 -5.92 2.00 -3.90
H4 -5.47 0.57 -3.46
H5 -4.14 1.40 -4.28
H6 -3.62 3.85 -0.35
H7 -1.98 3.87 -1.02
H8 -2.19 3.75 0.77
C4 -0.55 -4.33 -1.58
S2 -1.55 -2.89 -0.87
O4 -0.64 -1.65 -0.75
C5 -2.65 -2.69 -2.32
H9 0.42 -4.27 -1.08
H10 -0.38 -4.16 -2.64
H11 -1.14 -5.24 -1.48
H12 -2.09 -2.55 -3.25
H13 -3.19 -1.77 -2.12
H14 -3.45 -3.40 -2.53
C6 5.03 1.08 -0.41
S3 3.88 -0.42 -0.30
O5 2.53 0.32 -0.24
C7 4.18 -0.97 -2.05
H15 5.17 1.40 0.62
H16 4.57 1.90 -0.95
H17 6.04 0.81 -0.72
H18 5.10 -1.53 -2.20
H19 4.29 0.02 -2.49
H20 3.22 -1.46 -2.26
C8 0.20 1.01 -4.76
S4 0.29 1.62 -3.05
O6 0.30 0.40 -2.14
C9 2.03 2.26 -3.04
H21 0.65 1.74 -5.43
H22 -0.84 1.13 -5.07
H23 0.57 -0.01 -4.69
H24 2.04 3.22 -3.56
H25 2.63 1.45 -3.47
H26 2.37 2.37 -2.01
C10 -2.91 -1.73 3.01
S5 -1.20 -1.08 3.14
O7 -0.81 -0.62 1.70
C11 -1.39 0.44 4.16
H27 -2.95 -2.61 2.37
H28 -3.73 -1.18 2.56
H29 -3.24 -2.08 3.99
H30 -1.87 0.22 5.11
H31 -2.17 0.98 3.61
H32 -0.51 1.08 4.28
C12 2.32 1.08 3.88
S6 2.03 1.91 2.29
O8 0.72 1.44 1.66
C13 1.80 3.58 3.03
H33 3.21 1.55 4.30
H34 2.58 0.04 3.71
H35 1.60 1.20 4.69
H36 0.99 3.46 3.76
H37 1.32 4.16 2.24
H38 2.59 4.02 3.65
C14 2.76 -2.36 2.96
S7 2.20 -2.96 1.32
O9 1.30 -1.80 0.73
C15 1.14 -4.30 1.98
H39 3.46 -1.58 2.69
H40 3.25 -3.14 3.55
H41 1.96 -1.93 3.57
H42 0.40 -3.91 2.68
H43 1.72 -5.15 2.35
H44 0.34 -4.52 1.27